136
Properties=species:S:1:pos:R:3 method="wB97M-V/def2-TZVPD" gap_ev=7.22 homo_energy_ev=-7.0 total_charge=0
Y 0.91634 0.08401 -0.28982
O 3.90101 1.40326 2.86033
C 2.94862 1.13937 2.15054
N 2.88476 0.28088 1.08753
C 3.99714 -0.44221 0.75487
O 4.85294 -0.91051 1.48139
C 4.14520 -0.65296 -0.74722
C 5.38950 -0.97179 -1.26670
C 5.53137 -1.06840 -2.64246
C 4.42439 -0.86067 -3.44967
C 3.20972 -0.56926 -2.84571
N 3.07430 -0.46527 -1.52569
C 1.64687 1.89116 2.38036
C 1.55182 2.79748 3.42338
C 0.34399 3.44349 3.63287
C -0.73699 3.13994 2.82241
C -0.56194 2.21780 1.80691
N 0.61760 1.63698 1.56884
H 6.21233 -1.11909 -0.58148
H 6.49509 -1.29866 -3.07955
H 4.48873 -0.91787 -4.52751
H 2.31686 -0.39880 -3.43758
H 2.42449 2.96245 4.03913
H 0.23731 4.15435 4.44305
H -1.70954 3.58561 2.98195
H -1.38196 1.92812 1.15524
C 0.51384 1.49354 -7.51994
C 0.27753 1.54596 -6.03431
C 0.34247 2.74368 -5.32351
C 0.19483 2.79774 -3.95305
C -0.04004 1.64263 -3.16708
N -0.10781 1.65233 -1.80487
C -0.37941 2.92267 -1.23853
C -1.70053 3.35399 -1.13660
C -2.06024 4.51066 -0.46830
C -1.09472 5.30090 0.14917
C -1.46332 6.50771 0.96762
C 0.23127 4.92172 0.00689
C 0.59021 3.78281 -0.70612
N 1.97866 3.56063 -0.91713
C 2.90559 4.53192 -1.10508
C 4.09810 3.90843 -1.35873
C 3.79173 2.53950 -1.31292
N 2.50864 2.33239 -1.05405
C -0.17267 0.44984 -3.91905
C 0.00718 0.40595 -5.29781
N -0.59798 -0.75919 -3.28550
C -1.53389 -1.59846 -3.76204
C -1.53628 -2.72073 -2.96334
C -0.55341 -2.46583 -2.00502
N 0.02284 -1.27836 -2.20536
H 0.11085 2.37613 -8.01858
H 0.04554 0.61547 -7.96728
H 1.58148 1.44927 -7.75289
H 0.52963 3.66841 -5.86044
H 0.26692 3.75590 -3.45514
H -2.45704 2.72826 -1.58851
H -3.10657 4.78884 -0.40049
H -2.53154 6.71492 0.90328
H -0.92605 7.39778 0.63567
H -1.21453 6.35082 2.02058
H 1.00984 5.50644 0.48435
H 2.63363 5.57283 -1.07402
H 5.04909 4.37166 -1.55659
H 4.45654 1.70657 -1.46464
H -0.07700 -0.55622 -5.79312
H -2.12474 -1.31607 -4.61725
H -2.17476 -3.58288 -3.04576
H -0.24803 -3.06596 -1.16420
C -0.60209 -1.12736 1.19049
Si -2.20001 -1.04987 2.07029
C -3.64925 -0.66885 0.91556
N -3.46599 0.50794 0.04329
C -3.43692 0.14529 -1.37037
C -4.80323 -0.25199 -1.92828
C -5.81087 0.87084 -1.68783
C -5.85399 1.23585 -0.20449
C -4.44380 1.56486 0.29190
C -2.70854 -2.72221 2.81673
C -3.11370 -2.88424 4.14269
C -3.47464 -4.12957 4.64559
C -3.44227 -5.24751 3.82572
C -3.04611 -5.11292 2.50059
C -2.68407 -3.86624 2.01127
C -2.14487 0.13067 3.54770
C -1.00560 0.16411 4.35871
C -0.94108 0.96280 5.49052
C -2.02061 1.76730 5.83448
C -3.16527 1.74849 5.04938
C -3.22320 0.93172 3.92571
H -0.57136 -2.11841 0.71756
H 0.14842 -1.21164 1.99388
H -4.60572 -0.64640 1.45380
H -3.72131 -1.57922 0.30228
H -2.70641 -0.65660 -1.49303
H -3.05187 0.99721 -1.94070
H -5.14977 -1.16847 -1.43860
H -4.71892 -0.47650 -2.99600
H -6.80284 0.58993 -2.04793
H -5.50570 1.75337 -2.26410
H -6.27136 0.40126 0.36696
H -6.51315 2.09215 -0.03574
H -4.44370 1.79686 1.35958
H -4.09823 2.46912 -0.22141
H -3.14389 -2.02302 4.80254
H -3.78009 -4.22476 5.68110
H -3.72128 -6.21888 4.21543
H -3.01828 -5.98077 1.85191
H -2.36684 -3.78550 0.97373
H -0.14750 -0.45209 4.10627
H -0.04426 0.96683 6.09916
H -1.97340 2.39775 6.71434
H -4.01791 2.36187 5.31702
H -4.13641 0.91719 3.33850
C 3.99684 -4.32298 -1.70301
C 2.91159 -4.89895 -0.79616
N 2.91152 -4.40570 0.57287
C 3.69973 -5.13803 1.56338
C 5.14351 -4.65854 1.67716
C 2.36431 -3.18764 0.85883
C 2.31712 -2.78748 2.30624
N 1.87786 -2.39839 -0.04440
H 3.86944 -4.69708 -2.72080
H 4.99062 -4.60970 -1.35898
H 3.96484 -3.23216 -1.73779
H 3.01632 -5.98314 -0.74545
H 1.92396 -4.71194 -1.22778
H 3.66995 -6.19205 1.28463
H 3.20446 -5.06925 2.52978
H 5.70710 -4.88166 0.77025
H 5.64387 -5.15364 2.51185
H 5.18485 -3.57984 1.84269
H 1.64094 -3.44516 2.85639
H 1.96337 -1.76742 2.38003
H 3.30438 -2.82754 2.76334
H 2.02546 -2.77612 -0.97493

***

128
Properties=species:S:1:pos:R:3 method="wB97M-V/def2-TZVPD" gap_ev=7.09 homo_energy_ev=-10.4 total_charge=+1
C -3.84598 -2.24752 0.11379
C -3.32962 -0.83846 -0.23067
C -1.87932 -0.90193 -0.69238
C -4.11808 -0.32258 -1.43620
C -3.50842 0.09969 1.00103
C -4.52202 1.06174 0.97628
C -4.86251 1.78928 2.11001
C -4.23177 1.52492 3.31999
C -3.25386 0.53207 3.41873
C -2.79302 0.08903 4.84334
C -2.95582 -1.42429 5.04211
C -3.64152 0.72804 5.95566
C -1.35785 0.55703 5.07196
C -2.78461 -0.03668 2.20617
N -1.57939 -0.84123 2.20964
C -0.29901 -0.42501 2.06686
C 0.08759 0.92697 1.65098
C 1.51046 1.29975 2.04771
C 1.92482 1.18551 3.38571
C 3.24387 1.40178 3.75560
C 4.18763 1.68396 2.75912
N 5.52554 1.17837 2.89756
O 6.26641 1.15516 1.88758
O 5.86210 0.67207 3.99345
C 3.75986 1.97179 1.46274
C 2.43024 1.80601 1.12244
N 0.51538 -1.55592 2.18049
C 1.95661 -1.82349 2.24538
C 2.64422 -2.08882 3.46884
C 2.10391 -2.39262 4.89837
C 2.56674 -3.79337 5.32911
C 0.59955 -2.35028 5.07382
C 2.69796 -1.35210 5.85944
C 4.05317 -2.10427 3.45376
C 4.78257 -1.72454 2.34225
C 4.10223 -1.51959 1.15143
C 2.73929 -1.82772 1.05163
C 2.22722 -2.11583 -0.38996
C 3.36822 -2.53670 -1.33056
C 1.63477 -0.81657 -0.89732
C 1.18947 -3.23038 -0.47986
C -0.38543 -2.65606 2.28354
C -0.12019 -4.11232 2.39917
C 1.15101 -4.75880 2.34330
C 1.26170 -6.14822 2.46587
C 0.12495 -6.94290 2.64392
C -1.13590 -6.34019 2.70786
C -1.25905 -4.95520 2.59531
N -1.62756 -2.22421 2.28673
H -4.90962 -2.20641 0.38149
H -3.73145 -2.90886 -0.75469
H -3.29292 -2.67932 0.95421
H -1.45153 0.10565 -0.72226
H -1.27713 -1.53594 -0.04036
H -1.79195 -1.29348 -1.71852
H -3.79814 0.69582 -1.69654
H -3.92563 -0.95659 -2.31392
H -5.19789 -0.34358 -1.24425
H -5.06981 1.26174 0.05195
H -5.63633 2.56016 2.05984
H -4.54968 2.08240 4.20542
H -2.40538 -2.02585 4.31901
H -2.61764 -1.71817 6.04636
H -4.01639 -1.69602 4.95557
H -3.50760 1.81487 5.99137
H -4.70522 0.49198 5.83257
H -3.32790 0.33059 6.93125
H -1.32781 1.65146 5.17576
H -0.93065 0.10272 5.97871
H -0.73102 0.29916 4.21224
H -0.30007 0.92722 0.40301
H 1.22857 0.96769 4.19164
H 3.65424 1.30644 4.75656
H 4.50841 2.22978 0.72833
H 2.10342 2.07218 0.12536
H 3.65687 -3.86871 5.36918
H 2.17083 -4.02633 6.32668
H 2.19940 -4.54931 4.62505
H 0.17716 -1.43890 4.64109
H 0.09857 -3.22547 4.64611
H 0.36415 -2.33883 6.15022
H 2.42565 -0.33808 5.54399
H 2.30664 -1.51326 6.87111
H 3.79127 -1.39510 5.91244
H 4.61022 -2.36055 4.35894
H 5.86856 -1.68411 2.39340
H 4.67461 -1.16086 0.28985
H 3.91120 -3.39467 -0.91836
H 2.95436 -2.83381 -2.30377
H 4.07622 -1.72364 -1.51265
H 0.87022 -0.45952 -0.19289
H 2.40510 -0.03796 -0.96743
H 1.17030 -0.92928 -1.88451
H 0.28529 -2.99432 0.08266
H 0.89554 -3.37433 -1.53146
H 1.59504 -4.17326 -0.09410
H 2.05632 -4.16609 2.17861
H 2.24499 -6.61627 2.41588
H 0.21677 -8.02383 2.73315
H -2.03479 -6.93913 2.84278
H -2.24177 -4.47816 2.64891
C -1.15335 2.97064 2.35023
C -0.48430 2.40730 1.13953
N -1.41940 2.72813 -0.04604
C -1.09924 2.34636 -1.35071
C 0.05626 1.74410 -1.82628
C 0.04897 1.22945 -3.13433
C -1.06799 1.40094 -3.96809
C -2.20000 2.11204 -3.53825
C -2.18018 2.62657 -2.22918
C -3.12916 3.39052 -1.47743
C -2.60209 3.51003 -0.13634
C -3.34754 4.33652 0.71400
C -4.61468 4.83221 0.33614
C -5.14106 4.57993 -0.94352
C -4.39018 3.85253 -1.88510
H -0.54337 2.75118 3.22638
H -1.19300 4.06064 2.25525
H -2.14463 2.51035 2.48282
H 0.39018 3.07651 0.87658
H 0.95522 1.76056 -1.22790
H 0.92656 0.69087 -3.50165
H -1.05377 0.97842 -4.98050
H -3.10258 2.27171 -4.14502
H -3.00033 4.61388 1.70324
H -5.22174 5.39554 1.07036
H -6.14053 4.94013 -1.19495
H -4.76268 3.59322 -2.89554

***

128
Properties=species:S:1:pos:R:3 method="wB97M-V/def2-TZVPD" gap_ev=8.31 homo_energy_ev=-10.6 total_charge=+1
C 0.55746 -1.70792 0.47788
N -0.71906 -1.58401 1.30408
C -1.17124 -2.99888 1.56209
C -2.50648 -3.13334 2.44348
C -3.62001 -3.84808 1.50035
N -4.99664 -3.32101 1.69963
C -5.34415 -2.21851 0.75228
C -6.47422 -1.32619 1.50004
C -7.86056 -1.19500 0.79617
C -8.95029 -0.36837 1.56565
C -8.64850 0.25550 2.94833
C -7.26086 0.13924 3.61526
C -6.15527 -0.67978 2.87352
O -4.88683 -0.77025 3.54587
C -0.29680 -0.89932 2.59432
C 0.27893 0.57992 2.35737
O -0.79041 1.39844 1.82646
C -1.27890 0.86371 0.57674
C -1.75180 -0.69468 0.68422
H 0.40153 -2.52280 -0.31314
H 0.87960 -0.73207 -0.00796
H 1.37956 -2.02042 1.20632
H -1.23518 -3.63030 0.59791
H -0.32367 -3.49148 2.17771
H -2.34948 -3.86343 3.32514
H -2.86810 -2.14765 2.88568
H -3.64977 -4.96942 1.77891
H -3.37399 -3.80482 0.38365
H -5.71692 -4.05026 1.52763
H -5.79706 -2.66531 -0.21564
H -4.46336 -1.57714 0.41664
H -8.03324 -1.69758 -0.20739
H -9.96437 -0.27593 1.05291
H -9.44922 0.84828 3.52332
H -7.01679 0.59178 4.63242
H -4.41097 0.08790 3.48211
H -1.18289 -0.78365 3.32463
H 0.49725 -1.51611 3.15011
H 1.23216 0.62765 1.72920
H 0.55441 1.04035 3.38021
H -2.22842 1.45870 0.31225
H -0.56451 1.01450 -0.31125
H -2.73938 -0.65880 1.26744
H -1.99781 -1.06132 -0.37150
C -2.57438 4.63723 0.06644
C -2.12310 5.95240 0.01940
C -2.83049 6.90517 -0.70725
C -3.99527 6.54409 -1.37896
C -4.44788 5.22954 -1.32812
C -3.73561 4.27546 -0.60944
H -2.02101 3.89303 0.63079
H -1.21897 6.23507 0.54873
H -2.47530 7.92909 -0.74958
H -4.54958 7.28773 -1.94138
H -5.35685 4.94819 -1.85013
H -4.08658 3.24892 -0.57474
C 4.18506 -0.22006 2.06803
C 5.21998 -0.25424 2.99726
C 6.40318 0.43281 2.74580
C 6.54723 1.16235 1.56875
C 5.51035 1.19881 0.64171
C 4.33124 0.50449 0.88887
H 3.26251 -0.75918 2.26267
H 5.10465 -0.81719 3.91770
H 7.21271 0.40115 3.46681
H 7.46808 1.70236 1.37483
H 5.62188 1.76859 -0.27481
H 3.52479 0.52902 0.16260
C 2.30350 -4.93332 -3.19483
C 2.79410 -6.20025 -2.89457
C 3.49450 -6.41390 -1.71104
C 3.69596 -5.36183 -0.82250
C 3.20206 -4.09563 -1.12106
C 2.50957 -3.87973 -2.30889
H 1.76061 -4.76649 -4.11921
H 2.63124 -7.02204 -3.58393
H 3.88243 -7.40018 -1.48063
H 4.23779 -5.52932 0.10239
H 3.35824 -3.27522 -0.42679
H 2.12938 -2.89069 -2.54415
C 3.19499 6.37767 -0.79903
C 2.82639 5.40914 0.12973
C 3.79067 4.57257 0.68353
C 5.12577 4.71131 0.31544
C 5.49475 5.68187 -0.61017
C 4.52939 6.51252 -1.17099
H 2.44259 7.02762 -1.23319
H 1.78611 5.30578 0.42171
H 3.50244 3.81282 1.40293
H 5.87839 4.06244 0.75080
H 6.53630 5.79043 -0.89542
H 4.81674 7.26555 -1.89670
C 9.52278 4.79301 1.32749
C 9.29967 4.69318 -0.04232
C 9.92416 5.57760 -0.91620
C 10.78020 6.55646 -0.42048
C 11.00620 6.65388 0.94900
C 10.37449 5.77530 1.82359
H 9.03287 4.10523 2.00914
H 8.63715 3.92515 -0.42949
H 9.74478 5.50374 -1.98356
H 11.27103 7.24306 -1.10192
H 11.67493 7.41613 1.33511
H 10.54669 5.85510 2.89146
C -9.85173 2.29639 -3.54801
C -8.81658 2.25852 -2.61920
C -7.63249 2.94554 -2.86790
C -7.48716 3.67896 -4.04182
C -8.52385 3.71976 -4.96889
C -9.70445 3.02528 -4.72447
H -10.77368 1.75795 -3.35551
H -8.93238 1.69222 -1.70053
H -6.82282 2.91039 -2.14629
H -6.56558 4.21880 -4.23366
H -8.41113 4.29289 -5.88332
H -10.51028 3.05289 -5.44984
C 0.60485 -10.13051 -2.86856
C 1.09540 -11.39754 -2.56838
C 1.79550 -11.61108 -1.38519
C 1.99688 -10.55887 -0.49665
C 1.50316 -9.29270 -0.79504
C 0.81087 -9.07704 -1.98277
H 0.06188 -9.96368 -3.79292
H 0.93254 -12.21930 -3.25784
H 2.18348 -12.59736 -1.15466
H 2.53860 -10.72642 0.42826
H 1.65894 -8.47258 -0.10126
H 0.43079 -8.08843 -2.21776